[1]
Formula: C3H11N3OS
Source: OMol25
Level of theory: wB97M-V/def2-TZVPD

CARTESIAN COORDINATES (ANGSTROEM)
N -0.787 -1.556 -0.945
C -2.047 -1.435 -1.560
N -2.137 -0.390 -2.491
O -2.950 -2.234 -1.309
H -0.834 -2.479 -0.507
H 0.005 -1.513 -1.585
H -1.583 0.440 -2.354
H -3.111 -0.223 -2.727
N 0.361 -0.593 1.838
C 0.598 0.631 0.984
C 1.732 1.480 1.476
S 2.115 2.764 0.219
H -0.480 -1.030 1.477
H 1.084 -1.311 1.636
H -0.338 1.233 1.123
H 0.845 0.324 -0.012
H 1.524 1.934 2.438
H 2.636 0.928 1.658
H 3.366 3.031 0.641

relative energy (zero: lowest compared OMol25 entry of this formula, charge and spin)	0.00	kcal/mol
LUMO level	0.537	eV
SMILES	NC(N)=O.NCCS
total charge	0
highest occupied orbital energy	-9.18	eV

[2]
Formula: C40H40N5O3RuS2
Source: OMol25
Level of theory: wB97M-V/def2-TZVPD

CARTESIAN COORDINATES (ANGSTROEM)
Ru 0.571 0.679 0.198
O -2.379 0.530 5.088
C -2.349 1.822 4.738
C -3.032 2.726 5.554
C -3.034 4.075 5.261
C -2.355 4.558 4.143
C -1.688 3.668 3.325
C -1.675 2.298 3.598
C -0.942 1.411 2.665
O -0.526 1.911 1.558
N -0.756 0.175 3.020
N 0.011 -0.514 2.089
C 0.148 -1.751 2.361
S -0.770 -2.526 3.641
C -0.472 -4.173 2.942
C 0.977 -4.244 2.507
S 1.370 -2.721 1.602
H -1.790 0.047 4.453
H -3.550 2.335 6.422
H -3.572 4.761 5.905
H -2.355 5.618 3.915
H -1.150 4.013 2.451
H -1.137 -4.297 2.092
H -0.702 -4.915 3.707
H 1.151 -5.079 1.827
H 1.650 -4.313 3.361
C 3.515 1.306 3.320
C 4.702 1.212 2.594
C 4.653 1.118 1.219
C 3.419 1.090 0.564
C 2.221 1.115 1.292
C 2.287 1.258 2.677
C 3.284 1.076 -0.886
C 4.388 1.159 -1.775
C 4.189 1.179 -3.110
C 2.880 1.120 -3.624
C 2.611 1.158 -5.011
C 1.328 1.131 -5.465
C 0.262 1.053 -4.543
C 0.493 0.991 -3.200
C 1.812 1.035 -2.698
N 2.047 1.032 -1.336
H 3.544 1.402 4.400
H 5.659 1.222 3.102
H 5.579 1.055 0.654
H 1.392 1.338 3.275
H 5.389 1.223 -1.373
H 5.029 1.257 -3.796
H 3.444 1.216 -5.704
H 1.131 1.155 -6.532
H -0.761 1.018 -4.898
H -0.331 0.878 -2.511
N 0.120 3.452 -1.842
C -0.835 4.166 -2.467
C -2.026 3.836 -1.866
C -1.680 2.901 -0.869
N -0.373 2.673 -0.866
H 1.100 3.434 -2.037
H -0.602 4.838 -3.281
H -3.011 4.209 -2.106
H -2.316 2.417 -0.144
C -3.191 -0.067 0.444
C -3.452 -1.223 -0.510
C -3.756 -0.686 -1.921
C -2.388 -2.317 -0.627
C -2.890 -3.617 -0.611
C -2.107 -4.719 -0.880
C -0.797 -4.493 -1.252
C -0.233 -3.221 -1.315
C 1.127 -3.198 -2.011
C 2.297 -2.537 -1.273
C 0.913 -2.609 -3.408
C -1.011 -2.075 -0.921
O -0.575 -0.792 -0.897
H -4.020 0.653 0.385
H -2.277 0.444 0.191
H -3.128 -0.416 1.474
H -4.350 -1.719 -0.141
H -2.880 -0.155 -2.314
H -4.604 0.009 -1.898
H -3.995 -1.503 -2.606
H -3.949 -3.758 -0.398
H -2.519 -5.722 -0.854
H -0.184 -5.341 -1.553
H 1.407 -4.241 -2.154
H 1.974 -1.680 -0.715
H 3.064 -2.215 -1.989
H 2.766 -3.226 -0.565
H 0.550 -1.596 -3.322
H 0.168 -3.194 -3.954
H 1.847 -2.601 -3.986

relative energy (zero: lowest compared OMol25 entry of this formula, charge and spin)	27.63	kcal/mol
LUMO level (alpha / beta)	-0.843 / -0.520	eV
total charge	0
multiplicity	2
highest occupied orbital energy (alpha / beta)	-7.02 / -7.02	eV

[3]
Formula: C3H8S2
Source: OMol25
Level of theory: wB97M-V/def2-TZVPD

CARTESIAN COORDINATES (ANGSTROEM)
C 0.658 1.888 -0.980
C 0.129 0.275 0.894
C -0.793 -2.078 0.122
H 0.257 2.906 -1.208
H 1.719 2.168 -0.485
H 0.961 0.906 -1.679
H 0.575 0.533 1.902
H 0.729 -0.120 0.171
H -2.103 -2.186 0.428
H -0.412 -1.144 -1.118
H -0.061 -3.351 0.281
S -0.917 1.310 0.093
S -0.742 -1.105 1.580

relative energy (zero: lowest compared OMol25 entry of this formula, charge and spin)	173.29	kcal/mol
LUMO level	0.255	eV
total charge	0
highest occupied orbital energy	-8.27	eV

[4]
Formula: C5H9NO
Source: OMol25
Level of theory: wB97M-V/def2-TZVPD

CARTESIAN COORDINATES (ANGSTROEM)
C 1.457 0.625 0.258
C 0.364 -0.033 0.634
C 0.389 -1.500 0.967
C -0.989 0.637 0.654
N -1.729 0.279 -0.547
C -1.371 -0.494 -1.410
O -1.145 -1.224 -2.300
H 1.454 1.696 0.075
H 2.401 0.111 0.105
H 0.460 -1.649 2.052
H 1.242 -1.996 0.498
H -0.522 -2.005 0.634
H -1.594 0.314 1.508
H -0.899 1.726 0.699
H 0.572 1.697 -1.760
H -0.093 1.816 -2.068

relative energy (zero: lowest compared OMol25 entry of this formula, charge and spin)	52.59	kcal/mol
LUMO level	0.902	eV
SMILES	C=C(C)CN=C=O.[H][H]
total charge	0
highest occupied orbital energy	-9.86	eV

[5]
Formula: C4H8O2
Source: OMol25
Level of theory: wB97M-V/def2-TZVPD

CARTESIAN COORDINATES (ANGSTROEM)
C -1.486 -0.990 0.644
C -1.278 0.323 0.058
C 1.907 -0.384 -0.265
C 1.227 0.902 -0.016
O -1.428 -0.769 -0.764
O -2.140 1.365 0.040
H -0.638 -1.524 1.057
H -2.463 -1.289 1.012
H 2.937 -0.200 -0.592
H 1.413 -0.938 -1.062
H 1.944 -0.994 0.633
H 1.129 1.593 -0.835
H 1.244 1.335 0.968
H -2.371 1.571 -0.877

relative energy (zero: lowest compared OMol25 entry of this formula, charge and spin)	122.40	kcal/mol
LUMO level (alpha / beta)	0.626 / 0.798	eV
total charge	0
highest occupied orbital energy (alpha / beta)	-7.75 / -7.78	eV

[6]
Formula: C8H20ClHfORh
Source: OMol25
Level of theory: wB97M-V/def2-TZVPD

CARTESIAN COORDINATES (ANGSTROEM)
Rh 0.096 0.459 -0.142
Cl -1.091 1.210 -1.850
C 1.254 -0.779 -1.194
H 1.538 -1.613 -0.537
H 2.160 -0.276 -1.537
H 0.724 -1.199 -2.066
Hf -0.224 3.161 -1.059
C -1.722 4.226 -0.120
C 0.802 4.258 -2.480
C 0.983 2.065 0.211
H 1.855 4.295 -2.169
H 0.704 3.809 -3.471
H 0.364 5.271 -2.465
H -1.479 4.257 0.951
H -1.700 5.244 -0.545
H -2.701 3.763 -0.280
H 2.029 2.048 -0.003
H 0.681 2.436 1.193
C -0.479 -2.517 2.589
C -0.242 -2.660 1.078
C 1.005 -3.542 0.849
C -1.462 -3.325 0.423
O -0.122 -1.360 0.550
H -0.625 -3.507 3.056
H -1.374 -1.902 2.778
H 0.386 -2.025 3.064
H 0.863 -4.530 1.330
H 1.176 -3.731 -0.223
H 1.900 -3.074 1.293
H -2.366 -2.718 0.598
H -1.308 -3.414 -0.665
H -1.627 -4.333 0.842

LUMO level (alpha / beta)	0.278 / -1.541	eV
total charge	0
multiplicity	5
highest occupied orbital energy (alpha / beta)	-5.91 / -8.59	eV

| no. | energy (eV) |
| --- | --- |
| 1 | -20642.8892 |
| 2 | -79974.1014 |
| 3 | -24903.8826 |
| 4 | -8866.9323 |
| 5 | -8367.9742 |
| 6 | -27497.3719 |